Entry 1:
13
Properties=species:S:1:pos:R:3:mulliken_charge:R:1 method="wB97M-V/def2-TZVPD" homo_lumo_gap_ev=9.754 total_energy_ev=-10743.9013 smiles="CC1=NC=NC=NO1"
C -2.4737 -0.0364 -0.2318 -1.004
C -0.9997 0.1597 0.0566 0.734
C 0.9098 1.4041 0.1490 0.112
C 1.6218 -0.8147 -0.2884 0.188
H -2.6687 -0.6757 -1.0397 0.285
H -2.9101 0.9383 -0.4274 0.326
H -2.9353 -0.4364 0.6664 0.305
H 1.3019 2.4508 0.2217 0.349
H 2.3635 -1.2932 -0.9617 0.353
N -0.4236 1.3020 -0.2044 -0.466
N 1.8734 0.5319 0.0935 -0.507
N 0.5652 -1.5579 -0.1577 -0.415
O -0.4508 -0.8990 0.6636 -0.259

***

Entry 2:
97
Properties=species:S:1:pos:R:3:mulliken_charge:R:1 method="wB97M-V/def2-TZVPD" homo_lumo_gap_ev=6.679 total_energy_ev=-164585.1933 total_charge=+1
Sr -0.4936 0.3291 0.3304 4.267
C -0.2951 2.1361 2.6480 -0.832
C 0.7631 1.5702 3.6067 -0.377
C 0.3041 0.2693 4.1956 0.112
C -0.0669 0.1697 5.5352 -1.042
C -0.5553 -1.0353 6.0055 -0.502
C -0.6655 -2.1024 5.1235 -0.989
C -0.2617 -1.9168 3.8131 -0.057
N 0.2096 -0.7608 3.3642 0.264
N 0.0482 2.0175 1.2822 -0.115
C -1.0688 2.4348 0.5029 -2.913
C -2.3530 1.8850 0.9160 0.689
C -3.2899 2.7864 1.4222 -0.838
C -4.5884 2.3833 1.6134 -0.691
C -4.9177 1.0649 1.3143 -1.029
C -3.9145 0.2245 0.8897 -0.354
N -2.6599 0.6266 0.7012 -0.236
C 1.1608 2.7874 0.8352 -1.603
C 2.4685 2.0748 0.6989 0.548
C 3.6611 2.7589 0.9191 -1.187
C 4.8455 2.1524 0.5535 -0.622
C 4.7932 0.8941 -0.0341 -1.202
C 3.5618 0.2836 -0.1860 -0.727
N 2.4254 0.8500 0.1937 1.005
H -0.4929 3.1999 2.9012 0.568
H -1.2561 1.6282 2.8331 0.428
H 0.9539 2.2890 4.4026 0.468
H 1.6929 1.4160 3.0549 0.157
H 0.0349 1.0180 6.1941 0.466
H -0.8512 -1.1364 7.0390 0.427
H -1.0563 -3.0526 5.4464 0.479
H -0.3051 -2.7033 3.0647 0.390
H -0.8951 2.1457 -0.5108 0.946
H -1.1561 3.5334 0.5087 0.913
H -2.9679 3.7959 1.6305 0.504
H -5.3292 3.0795 1.9731 0.486
H -5.9302 0.7094 1.4016 0.499
H -4.0755 -0.8205 0.6645 0.732
H 1.2784 3.7035 1.4370 0.174
H 0.9478 3.1203 -0.1927 0.608
H 3.6428 3.7491 1.3506 0.546
H 5.7863 2.6604 0.7033 0.441
H 5.6939 0.4059 -0.3679 0.492
H 3.4378 -0.6806 -0.6571 0.725
C 3.1087 -4.1679 1.7021 -1.505
C 2.6437 -2.7831 1.2661 0.112
Ge 1.4158 -2.8433 -0.3650 0.137
C 2.4665 -2.8449 -2.1214 -0.664
C 3.8376 -3.5015 -2.0081 -1.240
C 0.6473 -4.6864 -0.3621 -0.715
C -0.6704 -4.8713 -0.2255 0.608
Ge -1.7472 -3.1378 -0.1493 -0.259
C -3.0166 -3.2905 1.4756 -0.656
C -4.4982 -3.5523 1.2255 -1.376
C -2.4136 -2.5626 -1.9950 -0.072
C -3.5742 -3.3236 -2.6218 -1.341
C -1.3586 -6.1614 -0.1580 0.236
C -2.7237 -6.2197 -0.4445 0.348
C -3.4128 -7.4158 -0.4062 -1.143
C -2.7491 -8.5839 -0.0662 -0.491
C -1.3986 -8.5408 0.2387 -0.726
C -0.7053 -7.3451 0.1943 -0.707
H 3.7932 -4.0846 2.5440 0.416
H 3.6246 -4.6755 0.8895 0.293
H 2.2568 -4.7693 2.0063 0.367
H 3.4983 -2.1576 1.0211 0.386
H 2.0828 -2.2880 2.0560 0.070
H 2.5456 -1.8228 -2.4843 0.438
H 1.8512 -3.3940 -2.8368 0.496
H 4.4637 -2.9894 -1.2826 0.236
H 4.3330 -3.4625 -2.9751 0.410
H 3.7435 -4.5443 -1.7164 0.314
H 1.3165 -5.5290 -0.5070 0.387
H -2.8741 -2.3385 1.9846 0.646
H -2.6075 -4.0823 2.1072 0.560
H -4.8965 -2.8815 0.4676 0.253
H -5.0540 -3.3939 2.1490 0.379
H -4.6638 -4.5770 0.9047 0.369
H -1.5191 -2.6399 -2.6190 0.347
H -2.6252 -1.4965 -1.8678 0.312
H -3.3087 -4.3651 -2.7920 0.332
H -3.8211 -2.8777 -3.5830 0.408
H -4.4589 -3.2819 -1.9911 0.283
H -3.2180 -5.2902 -0.7149 0.291
H -4.4664 -7.4462 -0.6366 0.428
H -3.2857 -9.5186 -0.0342 0.402
H -0.8863 -9.4489 0.5158 0.411
H 0.3430 -7.3260 0.4441 0.378
N 1.0287 -0.7255 -3.7164 -0.383
C 1.1161 0.7190 -3.5611 -0.758
C 0.2075 1.2343 -2.4333 0.606
O 0.1654 2.4400 -2.2121 -0.756
O -0.4289 0.3375 -1.7783 -0.772
H 0.4952 -0.9563 -4.5464 0.291
H 0.4974 -1.0697 -2.9075 -0.064
H 0.8596 1.2555 -4.4763 0.471
H 2.1441 1.0010 -3.2972 0.187

***

Energy above the lowest of the compared OMol25 structures with the same formula, charge and spin / kJ/mol: 358.3, 686.9
Largest force on an atom / eV/Å: 2.3, 13.0
E_HOMO / eV: -10.06, -9.70